Formula: CH3IN2O2
Source: the Open Molecules 2025 dataset
Level of theory: the ωB97M-V functional and the def2-TZVPD basis

Structure (XYZ):
```
9
CH3IN2O2 the ωB97M-V functional and the def2-TZVPD basis
C -1.51664 0.13583 -0.19407
N 2.71013 0.78711 0.70081
N 0.48495 -1.05791 -0.45097
O 1.97048 1.49835 0.13682
O -0.67821 -0.80500 0.29921
I 2.04698 -1.51248 0.60915
H -1.77052 -0.24552 -1.23611
H -0.85210 1.06418 -0.18763
H -2.39509 0.13543 0.32279
```

## Properties
- E_tot (eV) = -16253.8130
- gap between HOMO and LUMO (spin up / spin down) (eV) = 8.205 / 6.726
- E_HOMO (spin up / spin down) (eV) = -8.55 / -7.81


Formula: C3H7Cl2N
Source: the Open Molecules 2025 dataset
Level of theory: the ωB97M-V functional and the def2-TZVPD basis

Structure (XYZ):
```
13
C3H7Cl2N the ωB97M-V functional and the def2-TZVPD basis
C 0.35439 0.47212 -1.31676
C 1.15345 -0.17475 0.89603
C -1.28085 -0.14655 0.45908
N 0.02618 0.17154 0.06524
Cl -1.94862 -1.69690 -0.30339
Cl -2.46383 1.08749 0.12609
H -0.61116 1.02743 -1.74814
H 1.21751 1.03385 -1.25885
H 0.44631 -0.33791 -2.03175
H 0.84584 0.11530 1.93475
H 1.48484 -1.21853 1.19465
H 2.11350 0.16895 0.50423
H -1.33757 -0.50205 1.47881
```

## Properties
- E_tot (eV) = -29752.9039
- gap between HOMO and LUMO (spin up / spin down) (eV) = 3.991 / 6.137
- E_HOMO (spin up / spin down) (eV) = -3.54 / -9.57
- spin multiplicity = 3
- <S²> = 2.008


Formula: C4H14NO2
Source: the Open Molecules 2025 dataset
Level of theory: the ωB97M-V functional and the def2-TZVPD basis

Structure (XYZ):
```
21
C4H14NO2 the ωB97M-V functional and the def2-TZVPD basis
C 1.52472 -2.14088 0.30407
C 0.18828 -1.37193 0.27574
C 0.52024 -0.02551 0.92380
C 1.22797 0.12584 1.96760
N 0.04771 1.25297 0.24222
H 1.41731 -3.05637 -0.35994
H 1.75992 -2.29389 1.30850
H 2.27603 -1.42158 -0.14030
H -0.60480 -2.03238 0.73607
H -0.14717 -1.09360 -0.74714
H 1.97881 -0.56335 2.04254
H 0.94998 0.72208 2.82637
H 0.28886 2.06957 0.86152
H 0.25550 1.12363 -0.77681
H -1.00060 1.22138 0.24162
H -3.09883 2.11171 -0.60559
H -3.22451 0.75121 -0.13522
O -2.61398 1.42654 -0.21616
H -0.68269 1.68998 -3.26587
H -0.54329 0.35702 -3.03676
O -0.51945 1.14755 -2.44626
```

## Properties
- E_tot (eV) = -9951.4357
- gap between HOMO and LUMO (eV) = 10.265
- E_HOMO (eV) = -13.29
- charge = +1


Formula: C26H56N7O12
Source: the Open Molecules 2025 dataset
Level of theory: the ωB97M-V functional and the def2-TZVPD basis

Structure (XYZ):
```
101
C26H56N7O12 the ωB97M-V functional and the def2-TZVPD basis
C 0.85331 -0.15686 0.75599
C 0.22999 -1.46879 0.32085
O -0.07843 -2.37002 1.14416
O -0.15815 -1.65199 -0.83792
H 1.17065 -0.30441 1.78829
H 0.10019 0.62848 0.69151
H 1.75532 0.15724 0.23080
C 1.63308 -4.71243 6.43048
C 2.89278 -4.00976 6.82611
O 3.79511 -4.90966 7.28201
C 3.13403 -6.06357 7.41132
O 3.51910 -7.03329 8.04132
O 1.89417 -6.01723 6.78700
H 1.42920 -4.63337 5.36264
H 0.81548 -4.42436 7.09127
H 2.71282 -3.19012 7.52175
H 3.27458 -3.60652 5.88818
C -6.68864 -2.45297 -5.58406
C -5.94951 -1.79361 -4.44362
O -5.48819 -2.46972 -3.54369
N -5.76952 -0.47564 -4.55240
C -4.97324 0.42281 -3.71703
H -6.07960 -2.32813 -6.47937
H -7.67744 -2.04654 -5.79660
H -6.61625 -3.50922 -5.32483
H -6.34463 0.09186 -5.15845
H -4.34802 -0.01286 -2.93768
H -5.62143 1.16819 -3.25619
H -4.32993 1.02582 -4.35783
C 5.28918 3.76649 2.65610
C 4.98816 5.10104 3.32644
O 5.52942 5.36297 4.43485
N 4.10253 5.90285 2.75601
C 3.62409 7.24793 3.09065
H 5.01762 2.94610 3.32042
H 6.34333 3.80517 2.38153
H 4.69585 3.71093 1.74344
H 3.68325 5.47588 1.94237
H 4.40909 7.79151 3.61638
H 2.75060 7.22545 3.74226
H 3.31015 7.85663 2.24270
C 1.24886 3.48049 -2.93033
C 2.30591 4.51022 -2.43356
O 2.42053 4.66144 -1.22450
N 3.03694 5.15712 -3.32876
C 3.92937 6.26782 -3.07404
H 1.00641 3.77454 -3.95153
H 0.36732 3.33708 -2.30551
H 1.82523 2.57442 -3.11722
H 2.78373 4.85897 -4.25994
H 4.44542 6.15074 -2.12111
H 3.44076 7.24105 -3.12058
H 4.67972 6.14202 -3.85458
C -1.05013 -2.11884 -6.37909
C -1.31089 -3.61563 -6.56785
O -1.48508 -4.37806 -5.60468
N -1.50071 -4.03999 -7.84656
C -1.76636 -5.42569 -8.11127
H -1.92478 -1.77811 -5.82502
H -0.97842 -1.60974 -7.34023
H -0.19277 -1.85995 -5.75779
H -1.40952 -3.39821 -8.62108
H -0.93839 -6.06682 -7.80875
H -1.82019 -5.60528 -9.18502
H -2.70372 -5.74490 -7.65568
C 5.53410 -7.50803 2.01793
C 6.44550 -6.20990 2.00080
O 7.61131 -6.34143 2.24670
N 6.00533 -4.99573 1.67623
C 4.64556 -4.73195 1.20834
H 6.19744 -8.37104 1.96054
H 4.91457 -7.54477 1.12186
H 4.91588 -7.48618 2.91539
H 6.64571 -4.21769 1.60803
H 3.81358 -4.95030 1.87783
H 4.49509 -5.34438 0.31929
H 4.64411 -3.64610 1.11339
C -4.44810 -1.79069 3.75331
C -5.33647 -1.90077 2.50341
O -5.27617 -2.92684 1.83954
N -6.24847 -0.97570 2.32548
C -7.15487 -0.96585 1.15859
H -3.39060 -1.89377 3.51006
H -4.66401 -2.64758 4.39146
H -4.67860 -0.92288 4.37127
H -6.27145 -0.17514 2.94085
H -6.78286 -0.26403 0.41216
H -8.13844 -0.64092 1.49788
H -7.20769 -1.93081 0.65446
C -2.40626 5.56519 3.38952
C -2.39745 6.55745 2.18131
O -2.98719 7.63231 2.23179
N -1.66055 6.15381 1.11674
C -1.46976 6.98440 -0.08254
H -1.68787 5.89032 4.14205
H -2.29585 4.53038 3.06536
H -3.31703 5.52551 3.98704
H -1.01502 5.38596 1.23420
H -2.20297 7.79017 -0.11773
H -1.59044 6.37232 -0.97636
H -0.47940 7.43363 -0.00866
```

## Properties
- E_tot (eV) = -62872.3317
- gap between HOMO and LUMO (eV) = 5.050
- E_HOMO (eV) = -3.37
- charge = -1